No. 1
Here is a cluster of 2 separate species, C9H8O3 in total at a distorted geometry from OMol25. Energies are from ωB97M-V/def2-TZVPD.

Each line ends with the Mulliken charge.
Element x y z (Å)
1 C -0.85 4.10 0.41  -0.401
2 C -0.99 2.75 0.98  0.119
3 C -1.06 1.65 1.47  -0.228
4 C -1.08 0.40 2.09  0.163
5 C -1.11 -0.67 2.64  -0.352
6 C 0.69 -2.03 0.05  -0.277
7 C 1.45 -2.16 -1.28  0.033
8 C 0.64 -2.72 -2.35  -0.381
9 C -0.06 -3.15 -3.22  0.370
10 H -2.05 3.73 -1.05  0.319
11 H 0.14 4.17 -0.11  0.249
12 H -0.84 4.86 1.21  0.268
13 H -1.16 -1.61 3.12  0.402
14 H 0.98 -1.01 1.67  0.256
15 H 0.25 -3.03 0.27  0.226
16 H -0.17 -1.37 -0.16  0.293
17 H -0.62 -3.57 -4.02  0.399
18 O -1.91 4.45 -0.43  -0.504
19 O 1.53 -1.55 1.08  -0.473
20 O 2.60 -1.80 -1.38  -0.481

Results
Lowest unoccupied orbital energy = 0.01443 hartree
Total charge = 0
ΔE to the lowest compared entry with this formula, charge and spin = 6.395 eV
Energy = -573.23141 a.u.
SMILES = C#CC(=O)CO.C#CC#CCO

---

No. 2
Here is a structure of composition C9H9AlF3I2O7S2Ti at a distorted geometry from OMol25. Energies are from ωB97M-V/def2-TZVPD.

Each line ends with the Löwdin spin population.
Element x y z (Å)
1 I 3.50 -1.11 -0.70  0.010
2 I 3.69 1.59 -0.94  -0.012
3 Ti 0.92 1.81 0.11  0.889
4 Al 0.40 -1.90 -0.21  0.008
5 S 0.01 0.14 -1.12  0.006
6 C -1.13 -2.91 -1.36  0.002
7 C -0.68 -2.16 1.47  0.002
8 C 0.25 -0.06 -3.13  0.005
9 C 1.11 1.08 -3.59  0.002
10 C -1.18 0.07 -3.61  0.003
11 C 0.83 -1.42 -3.44  -0.001
12 C -0.35 2.43 1.81  -0.002
13 C -0.43 2.91 -1.01  0.024
14 O -1.38 -2.49 2.33  0.001
15 O -2.02 -3.31 -2.00  0.000
16 O -1.03 3.05 2.52  0.007
17 O -1.25 3.47 -1.62  0.034
18 H 1.22 1.01 -4.69  0.000
19 H 2.13 1.01 -3.19  0.000
20 H 0.69 2.07 -3.34  0.001
21 H -1.17 0.07 -4.71  0.001
22 H -1.65 1.00 -3.26  0.000
23 H -1.78 -0.79 -3.30  0.000
24 H 0.96 -1.52 -4.53  0.000
25 H 0.19 -2.24 -3.08  0.000
26 H 1.82 -1.54 -2.98  0.000
27 F 0.43 -0.17 5.10  0.000
28 C 1.20 0.50 4.21  0.000
29 F 0.90 1.82 4.26  0.000
30 F 2.50 0.34 4.51  0.000
31 S 0.82 -0.08 2.47  0.003
32 O 1.23 -1.47 2.34  0.003
33 O -0.57 0.24 2.23  -0.003
34 O 1.73 0.84 1.72  0.019

Results
Lowest unoccupied orbital energy (spin up / spin down) = -0.63313 / -0.63390 hartree
<S²> = 0.76
Total charge = +4
ΔE to the lowest compared entry with this formula, charge and spin = 0.000 eV
Multiplicity = 2
Energy = -3656.52892 a.u.

---

No. 3
Here is the molecule C9H9BF3NO3 at a distorted geometry from OMol25. Energies are from ωB97M-V/def2-TZVPD.

Each line ends with the Mulliken charge.
Element x y z (Å)
1 O -0.04 2.28 -0.72  -0.696
2 F 0.60 -2.88 1.42  -0.277
3 F -0.29 -2.28 -0.46  -0.308
4 F -0.75 -1.15 1.39  -0.259
5 O -4.84 0.72 -0.89  -0.660
6 O -3.46 -0.28 0.85  -0.660
7 B -3.62 0.39 -0.34  0.708
8 C 0.01 1.08 -0.51  0.632
9 C 3.63 0.72 0.37  -0.475
10 C 3.75 -0.63 0.68  -0.649
11 C 2.39 1.27 0.02  -0.612
12 C 2.60 -1.39 0.79  -0.645
13 C 1.25 0.47 0.03  0.305
14 C 1.38 -0.87 0.46  0.547
15 N -1.11 0.31 -0.73  -0.159
16 C 0.20 -1.83 0.71  0.537
17 C -2.34 0.95 -1.06  -0.878
18 H -5.11 1.18 -1.75  0.339
19 H -2.53 -0.57 1.07  0.451
20 H 4.48 1.37 0.44  0.411
21 H 4.74 -1.03 0.84  0.402
22 H 2.29 2.37 -0.16  0.361
23 H 2.66 -2.42 1.09  0.472
24 H -1.10 -0.72 -0.61  0.425
25 H -2.23 2.01 -0.82  0.430
26 H -2.54 0.91 -2.12  0.257

Results
Lowest unoccupied orbital energy = 0.00276 hartree
Total charge = 0
ΔE to the lowest compared entry with this formula, charge and spin = 0.649 eV
Energy = -953.40427 a.u.
SMILES = O=C(NCB(O)O)c1ccccc1C(F)(F)F